Model i:
Entry from the OMol25 dataset: a molecular structure, C8H32N2O7 (ωB97M-V/def2-TZVPD).

Output
- HOMO-LUMO gap: 7.81 eV
- Net charge: 0
- LUMO: -0.31 eV
- HOMO level: -8.13 eV

Element x y z (Å)
C: -3.852 5.397 0.707
C: -3.558 3.912 0.731
C: -2.141 3.594 0.221
O: -1.985 2.194 0.185
C: -0.714 1.812 -0.453
N: -3.673 3.467 2.108
H: -4.788 5.737 1.149
H: -3.880 5.780 -0.313
H: -3.136 5.999 1.266
H: -4.270 3.367 0.112
H: -1.494 4.130 0.916
H: -2.161 4.047 -0.770
H: -0.618 0.726 -0.447
H: 0.109 2.212 0.140
H: -0.682 2.227 -1.460
H: -3.190 3.957 2.847
H: -3.148 2.608 2.027
C: 2.641 -1.760 1.328
C: 3.622 -2.076 0.165
C: 2.912 -2.368 -1.134
O: 2.443 -3.692 -1.172
C: 1.790 -3.946 -2.456
N: 4.424 -0.887 -0.109
H: 1.825 -1.115 1.003
H: 3.110 -1.085 2.044
H: 2.135 -2.623 1.759
H: 4.380 -2.847 0.304
H: 3.574 -2.145 -1.971
H: 2.135 -1.618 -1.288
H: 1.227 -3.101 -2.853
H: 1.167 -4.836 -2.370
H: 2.521 -4.085 -3.253
H: 5.269 -1.007 0.431
H: 3.999 -0.125 0.399
O: 0.213 -0.447 -0.085
H: -0.688 -0.732 0.069
H: 0.716 -1.259 -0.142
O: 0.616 -2.674 0.137
H: 0.031 -3.425 0.233
H: 1.439 -3.049 -0.178
O: -1.863 -1.576 -0.136
H: -1.606 -2.357 -0.626
H: -2.818 -1.624 -0.090
O: -1.187 -2.526 1.924
H: -1.128 -2.222 1.019
H: -2.105 -2.774 2.034
O: 0.541 1.186 -1.480
H: 0.348 0.403 -0.965
H: 1.497 1.226 -1.506

***

Model ii:
Entry from the OMol25 dataset: 7 unconnected molecules or ions with the total composition C8H32N2O7 (ωB97M-V/def2-TZVPD).

Output
- HOMO-LUMO gap: 9.85 eV
- Net charge: 0
- LUMO: 0.34 eV
- HOMO level: -9.51 eV

Element x y z (Å)
C: -0.464 -0.271 -4.180
O: 0.350 -1.172 -3.448
C: 0.128 -1.086 -1.989
C: 1.136 -2.017 -1.245
C: 0.754 -3.506 -1.571
N: 1.018 -1.832 0.174
H: -0.072 -0.312 -5.196
H: -0.417 0.716 -3.721
H: -1.493 -0.629 -4.160
H: 0.327 -0.060 -1.681
H: -0.916 -1.309 -1.768
H: 2.150 -1.721 -1.513
H: 1.463 -4.173 -1.082
H: 0.646 -3.663 -2.644
H: -0.183 -3.840 -1.125
H: 1.566 -1.027 0.443
H: 1.469 -2.620 0.615
C: 3.838 -0.116 -0.114
O: 2.633 0.367 0.487
C: 2.780 1.761 0.805
C: 1.641 2.416 1.543
C: 1.390 1.814 2.973
N: 0.405 2.458 0.748
H: 3.875 -1.077 0.399
H: 4.727 0.495 0.046
H: 3.602 -0.242 -1.170
H: 3.677 1.937 1.399
H: 2.853 2.381 -0.088
H: 1.858 3.476 1.678
H: 0.506 2.335 3.343
H: 2.223 1.977 3.656
H: 1.073 0.777 2.865
H: 0.710 2.700 -0.185
H: -0.070 3.260 1.136
O: -4.343 -1.303 1.968
H: -3.423 -1.566 1.953
H: -4.804 -2.017 1.528
O: -2.176 0.935 0.480
H: -1.316 1.351 0.541
H: -2.000 0.001 0.595
O: -4.062 1.957 -1.133
H: -3.577 1.488 -0.454
H: -4.103 2.860 -0.818
O: -1.588 -1.784 1.237
H: -1.182 -1.967 2.084
H: -0.942 -2.073 0.593
O: -4.058 1.641 2.109
H: -4.346 0.747 2.294
H: -3.260 1.533 1.591

***

Model iii:
Entry from the OMol25 dataset: 7 unconnected molecules or ions with the total composition C8H32N2O7 (ωB97M-V/def2-TZVPD).

Output
- HOMO-LUMO gap: 10.00 eV
- Net charge: 0
- LUMO: 0.33 eV
- HOMO level: -9.67 eV

Element x y z (Å)
C: -3.196 -1.052 -0.354
O: -4.332 -0.415 -0.981
C: -4.061 0.918 -1.318
C: -5.312 1.627 -1.759
C: -5.846 0.915 -3.007
N: -4.827 2.944 -2.137
H: -3.423 -2.044 -0.003
H: -2.814 -0.479 0.487
H: -2.350 -1.086 -1.050
H: -3.661 1.500 -0.454
H: -3.312 0.882 -2.153
H: -6.046 1.528 -0.930
H: -5.075 1.030 -3.806
H: -6.785 1.212 -3.489
H: -5.928 -0.136 -2.807
H: -4.565 3.479 -1.294
H: -5.573 3.484 -2.588
C: 6.191 -1.104 1.714
O: 5.353 -0.159 2.469
C: 4.096 -0.050 1.828
C: 3.106 0.471 2.797
C: 2.752 -0.745 3.708
N: 1.942 0.895 2.016
H: 6.385 -0.796 0.681
H: 5.680 -2.065 1.707
H: 7.142 -1.306 2.199
H: 4.265 0.666 0.969
H: 3.683 -1.027 1.424
H: 3.692 1.244 3.294
H: 2.302 -0.459 4.641
H: 3.737 -1.217 3.946
H: 2.032 -1.420 3.200
H: 1.213 1.253 2.629
H: 2.198 1.733 1.510
O: 2.747 0.993 -2.738
H: 3.362 1.109 -2.016
H: 1.888 1.374 -2.465
O: 0.898 -1.442 -2.222
H: 0.730 -1.452 -1.236
H: 1.818 -1.156 -2.336
O: -0.292 -3.419 1.988
H: 0.174 -3.898 1.299
H: -0.239 -2.483 1.727
O: -0.080 0.841 -1.966
H: 0.192 -0.059 -2.294
H: -0.864 1.119 -2.446
O: 0.276 -0.998 0.525
H: 0.954 -0.442 1.015
H: -0.227 -0.305 0.076

***

Stability ranking, top entry: model iii; the second entry is 0.0142 hartree less favorable.

***

Model i:
Entry from the OMol25 dataset: 5 unconnected molecules or ions with the total composition CH12O4 (ωB97M-V/def2-TZVPD).

Output
- HOMO-LUMO gap: 11.55 eV
- Net charge: 0
- LUMO: 0.60 eV
- HOMO level: -10.95 eV

Element x y z (Å)
C: 0.435 -2.310 1.094
H: -0.156 -2.440 1.926
H: 1.519 -2.391 1.324
H: 0.300 -1.304 0.685
H: 0.141 -3.084 0.366
O: -2.052 0.637 0.139
H: -2.740 -0.027 0.381
H: -1.417 0.821 0.882
O: 1.920 0.151 -0.836
H: 1.310 -0.568 -0.658
H: 1.513 0.593 -1.538
O: 0.285 1.214 1.495
H: 0.801 1.022 0.726
H: 0.865 1.303 2.237
O: -0.474 0.341 -1.930
H: -1.093 0.679 -1.146
H: -1.082 0.519 -2.694

***

Model ii:
Entry from the OMol25 dataset: 5 unconnected molecules or ions with the total composition CH12O4 (ωB97M-V/def2-TZVPD).

Output
- HOMO-LUMO gap: 11.62 eV
- Net charge: 0
- LUMO: 0.57 eV
- HOMO level: -11.06 eV

Element x y z (Å)
C: -1.469 -0.892 -1.775
H: -1.543 -1.087 -2.858
H: -2.253 -1.471 -1.215
H: -1.674 0.192 -1.634
H: -0.539 -1.109 -1.229
O: 1.514 0.586 -1.241
H: 0.870 0.405 -1.979
H: 0.835 1.041 -0.510
O: -0.575 -0.064 2.375
H: 0.209 -0.509 1.755
H: -0.149 0.111 3.342
O: -0.216 1.823 0.597
H: -0.493 1.189 1.342
H: -1.018 1.941 0.114
O: 1.830 -0.749 1.183
H: 1.913 -0.440 0.308
H: 2.757 -0.968 1.424

***

Stability ranking, top entry: model i; the second entry is 0.0167 hartree less favorable.

***

Model i:
Entry from the OMol25 dataset: 2 unconnected molecules or ions with the total composition CH6NPS (ωB97M-V/def2-TZVPD).

Output
- HOMO-LUMO gap: 8.73 eV
- Net charge: 0
- LUMO: -0.27 eV
- HOMO level: -9.00 eV

Element x y z (Å)
H: 1.584 -1.405 -3.211
N: 1.809 -0.772 -2.565
P: 1.138 0.587 -2.313
H: 1.878 1.084 -1.130
C: -0.670 -0.067 1.730
S: -1.755 0.353 0.351
H: -1.022 -0.845 2.447
H: 0.263 -0.265 1.161
H: -0.409 0.780 2.401
H: -2.818 0.550 1.129

***

Model ii:
Entry from the OMol25 dataset: 2 unconnected molecules or ions with the total composition CH6NPS (ωB97M-V/def2-TZVPD).

Output
- HOMO-LUMO gap: 7.60 eV
- Net charge: 0
- LUMO: -0.33 eV
- HOMO level: -7.93 eV

Element x y z (Å)
C: 0.295 1.481 -0.154
N: 0.306 -1.678 -0.394
P: -2.344 -0.190 0.252
S: -0.426 0.036 -0.413
H: 0.370 1.920 0.884
H: 1.270 1.621 -0.609
H: -0.301 -2.413 -0.589
H: 0.869 -1.813 0.371
H: -2.810 1.671 -0.556
H: -0.507 0.261 -1.842

***

Model iii:
Entry from the OMol25 dataset: 2 unconnected molecules or ions with the total composition CH6NPS (ωB97M-V/def2-TZVPD).

Output
- HOMO-LUMO gap: 9.04 eV
- Net charge: 0
- LUMO: 0.30 eV
- HOMO level: -8.74 eV

Element x y z (Å)
C: -1.726 -1.334 0.255
P: -1.996 0.247 0.682
H: -1.994 -2.145 0.838
H: -1.556 -1.594 -0.860
H: -2.152 0.071 1.982
N: 2.206 1.192 -1.051
S: 1.021 0.535 -0.008
H: 2.836 1.713 -0.455
H: 1.697 1.901 -1.646
H: 1.666 -0.586 0.262

***

Stability ranking, top entry: model i; the second entry is 0.0242 hartree less favorable.

***

Model i:
Entry from the OMol25 dataset: a molecular structure, C3H7NO2S (ωB97M-V/def2-TZVPD).

Output
- HOMO-LUMO gap: 10.02 eV
- Net charge: 0
- LUMO: 0.72 eV
- HOMO level: -9.31 eV

Element x y z (Å)
C: 1.161 0.884 -0.741
C: 1.071 1.043 0.814
C: -1.162 -1.749 -0.118
N: -0.163 0.719 -1.226
O: -2.385 0.693 0.193
O: -0.042 0.312 1.210
S: -1.012 0.078 -0.108
H: 1.696 1.573 -1.480
H: 1.765 -0.096 -0.827
H: 1.970 0.908 1.472
H: 0.718 1.963 1.106
H: -1.984 -2.061 -0.893
H: -0.159 -2.142 -0.235
H: -1.475 -2.127 0.833

***

Model ii:
Entry from the OMol25 dataset: a single C3H7NO2S molecule (ωB97M-V/def2-TZVPD).

Output
- HOMO-LUMO gap: 10.23 eV
- Net charge: 0
- LUMO: 0.71 eV
- HOMO level: -9.52 eV

Element x y z (Å)
C: 3.128 0.224 0.461
O: 2.254 -0.186 -0.587
N: 1.088 -0.667 0.034
C: -0.157 0.236 -0.157
O: -0.149 1.392 -0.209
S: -1.605 -0.773 0.064
C: -2.970 0.520 0.167
H: 2.539 0.875 1.119
H: 4.015 0.719 0.155
H: 3.405 -0.644 1.098
H: 0.958 -1.523 -0.406
H: -2.742 1.177 -0.649
H: -3.026 0.974 1.255
H: -3.941 -0.065 -0.279

***

Stability ranking, top entry: model ii; the second entry is 0.0233 hartree less favorable.

***

Model i:
Entry from the OMol25 dataset: a molecular structure, C3H7NO2S (ωB97M-V/def2-TZVPD).

Output
- HOMO-LUMO gap: 10.78 eV
- Net charge: 0
- LUMO: 0.61 eV
- HOMO level: -10.17 eV

Element x y z (Å)
C: -0.900 0.859 -0.139
C: 0.172 -0.065 0.534
C: -0.196 -1.306 1.333
N: 0.865 -0.364 -0.704
O: -0.181 0.426 -2.841
O: 1.081 2.058 -1.706
S: 0.282 0.898 -1.579
H: -1.833 0.490 -0.458
H: -1.202 1.588 0.505
H: 0.828 0.625 1.221
H: -0.740 -1.973 0.705
H: -0.882 -0.916 2.125
H: 0.769 -1.828 1.742
H: 1.938 -0.490 -0.738

***

Model ii:
Entry from the OMol25 dataset: a single C3H7NO2S molecule (ωB97M-V/def2-TZVPD).

Output
- HOMO-LUMO gap: 9.88 eV
- Net charge: 0
- LUMO: 0.58 eV
- HOMO level: -9.29 eV

Element x y z (Å)
N: -0.352 -0.493 -2.591
C: -0.070 -1.209 -1.369
C: -0.635 -0.701 -0.037
O: -0.146 -1.554 0.957
C: -0.188 0.735 0.258
O: -0.501 1.681 -0.386
S: 0.950 0.816 1.602
H: -1.343 -0.540 -2.863
H: -0.089 0.489 -2.579
H: 1.033 -1.265 -1.260
H: -0.400 -2.260 -1.476
H: -1.738 -0.678 -0.097
H: -0.685 -1.448 1.750
H: 1.012 2.138 1.346

***

Stability ranking, top entry: model ii; the second entry is 0.0615 hartree less favorable.